[1]
This record from OMol25 describes the molecule C3H6N2. The level of theory is wB97M-V/def2-TZVPD.

Geometry (Å):
1 C -2.51998 0.31979 0.10732
2 N -1.54460 -0.27241 -0.42654
3 N -0.32158 -0.49401 0.01739
4 C 0.72223 0.12004 -0.41361
5 C 2.04617 -0.31918 0.11741
6 H -3.56892 0.06108 -0.18812
7 H -2.45292 0.75710 1.09866
8 H 0.63695 1.03242 -1.12864
9 H 2.80309 0.09680 -0.55934
10 H 2.24332 -1.35423 0.16679
11 H 1.95623 0.05262 1.20868

Output
ΔE to the lowest compared entry with this formula, charge and spin (eV): 2.715
Highest occupied orbital energy (eV): -8.9
HOMO-LUMO gap (eV): 9.9
SMILES: C=N/N=C/C

---

[2]
This record from OMol25 describes the molecule C3H6N2. The level of theory is wB97M-V/def2-TZVPD.

Geometry (Å):
1 C 1.85287 -0.67348 0.12261
2 N 1.53413 0.47462 -0.22849
3 C 0.13539 0.88099 -0.26979
4 N -0.83396 -0.12479 -0.54428
5 C -1.85917 -0.34382 0.14227
6 H 2.91525 -1.02721 0.37166
7 H 1.02294 -1.40359 0.22766
8 H -0.10870 1.62290 0.55480
9 H 0.01584 1.41793 -1.23033
10 H -2.60014 -1.12013 -0.25834
11 H -2.07444 0.29658 1.11223

Output
ΔE to the lowest compared entry with this formula, charge and spin (eV): 2.389
Highest occupied orbital energy (eV): -9.5
HOMO-LUMO gap (eV): 10.6
SMILES: C=NCN=C